1.
A 2-piece molecular cluster, C6H4F2OS overall in a non-equilibrium geometry, computed with ωB97M-V with the def2-TZVPD basis set.

The geometry in ORCA input format:
```
! wB97M-V def2-TZVPD RIJCOSX def2/J DEFGRID3
* xyz 0 1
C -1.00 0.14 1.49
C -0.25 -0.97 1.18
C -0.74 1.40 0.87
C 1.06 0.36 -0.41
C 0.77 -0.80 0.20
C 0.23 1.49 -0.18
O 3.53 0.06 1.20
F 1.39 -1.93 -0.36
F 0.30 2.49 -0.93
S 4.50 0.91 0.41
H -1.81 -0.11 2.15
H -0.34 -2.06 1.21
H -1.30 2.21 1.22
H 1.88 -0.01 -1.26
*
```

HOMO level (spin up / spin down)   -9.097 / -9.096 eV
LUMO level (spin up / spin down)   -1.714 / -1.731 eV
Frontier orbital gap (spin up / spin down)   7.38 / 7.36 eV
Structure (SMILES)   Fc1cccc(F)c1.O=S


2.
C40H38BrFN6NdO6Te as an isolated structure in a non-equilibrium geometry, computed with ωB97M-V with the def2-TZVPD basis set.

The geometry in ORCA input format:
```
! wB97M-V def2-TZVPD RIJCOSX def2/J DEFGRID3
* xyz 1 4
Nd -0.46 -0.84 2.75
Br 4.16 -1.77 9.15
C 3.48 -1.67 7.41
C 4.19 -1.82 6.22
C 3.53 -1.78 5.00
C 2.14 -1.57 4.89
O 1.50 -1.48 3.78
C 1.40 -1.26 6.12
C 0.14 -0.60 6.16
N -0.54 -0.21 5.09
C -1.40 0.88 5.16
C -1.02 2.08 5.76
C -1.77 3.23 5.61
C -3.06 3.11 5.09
C -3.56 1.89 4.59
C -4.85 1.71 4.00
C -5.17 0.46 3.52
C -4.13 -0.43 3.21
N -2.87 -0.23 3.66
C -2.64 0.80 4.46
C 2.12 -1.37 7.34
H 5.28 -2.05 6.33
H 4.15 -1.79 4.07
H -0.22 -0.35 7.16
H -0.08 1.98 6.29
H -1.36 4.18 6.01
H -3.73 3.93 5.18
H -5.62 2.48 4.02
H -6.24 0.17 3.31
H -4.23 -1.24 2.54
H 1.63 -1.29 8.27
C 2.78 3.09 -4.15
C 3.25 2.36 -2.84
N 2.13 1.59 -2.17
C 1.69 2.07 -0.97
C 0.98 1.33 -0.07
C 0.62 2.03 1.21
O 0.81 3.23 1.34
O 0.08 1.27 2.18
C 0.64 -0.01 -0.45
O 0.20 -0.87 0.38
C 0.94 -0.45 -1.80
C 0.54 -1.72 -2.19
C 0.89 -2.14 -3.43
F 0.26 -3.29 -3.90
C 1.58 -1.34 -4.38
C 2.17 -0.14 -3.87
C 1.83 0.32 -2.60
N 1.80 -1.77 -5.71
C 2.19 -0.81 -6.72
C 1.30 -1.02 -7.96
N 1.38 -2.51 -8.36
C 1.03 -3.37 -7.19
C 2.03 -3.19 -6.08
H 3.61 2.95 -4.90
H 2.58 4.17 -3.99
H 1.90 2.56 -4.51
H 3.51 3.00 -1.96
H 4.03 1.64 -3.00
H 2.01 3.09 -0.75
H -0.12 -2.35 -1.58
H 2.77 0.55 -4.48
H 3.21 -0.80 -7.01
H 1.93 0.24 -6.46
H 1.69 -0.51 -8.85
H 0.27 -0.74 -7.81
H 2.34 -2.76 -8.69
H 0.73 -2.56 -9.16
H 0.94 -4.38 -7.64
H 0.03 -3.08 -6.85
H 3.08 -3.31 -6.34
H 1.72 -3.69 -5.15
N -0.79 -5.64 1.22
C -1.75 -4.63 0.68
C -1.39 -3.31 1.38
O -2.13 -2.30 1.36
O -0.27 -3.28 2.02
H -1.23 -6.35 1.85
H -0.17 -5.12 1.94
H -0.12 -6.14 0.58
H -2.71 -5.07 0.94
H -1.72 -4.52 -0.43
Te -3.08 1.01 0.07
C -2.97 3.11 -0.16
C -2.37 3.63 -1.37
C -2.42 4.99 -1.60
C -2.90 5.87 -0.61
C -3.54 5.30 0.51
C -3.53 3.96 0.77
H -2.03 2.83 -2.02
H -2.01 5.38 -2.49
H -2.89 7.00 -0.77
H -4.21 5.94 1.12
H -3.94 3.51 1.72
*
```

HOMO level (spin up / spin down)   -6.283 / -6.286 eV
LUMO level (spin up / spin down)   -3.385 / -3.385 eV
Frontier orbital gap (spin up / spin down)   2.90 / 2.90 eV


3.
A 2-piece molecular cluster, C6H10O2 overall in a non-equilibrium geometry, computed with ωB97M-V with the def2-TZVPD basis set.

The geometry in ORCA input format:
```
! wB97M-V def2-TZVPD RIJCOSX def2/J DEFGRID3
* xyz 0 3
C -2.29 -0.53 -0.28
C -1.68 0.65 -0.38
C -1.67 1.63 0.82
C 2.65 -0.44 -0.48
C 0.76 -1.16 0.95
C 1.42 -1.17 -0.21
O -2.66 -1.62 -0.09
O -1.30 1.20 -1.58
H -1.30 2.57 0.63
H -1.12 1.16 1.53
H -2.59 1.69 1.23
H 2.96 0.21 0.27
H 2.44 0.28 -1.21
H 3.34 -1.21 -0.81
H 1.20 -0.46 1.56
H -0.24 -1.53 1.10
H -0.83 0.43 -2.08
H 0.92 -1.71 -0.97
*
```

HOMO level (spin up / spin down)   -6.084 / -9.773 eV
LUMO level (spin up / spin down)   0.713 / -1.058 eV
Frontier orbital gap (spin up / spin down)   6.80 / 8.71 eV


4.
A 2-piece molecular cluster, C4H3F4N3 overall in a non-equilibrium geometry, computed with ωB97M-V with the def2-TZVPD basis set.

The geometry in ORCA input format:
```
! wB97M-V def2-TZVPD RIJCOSX def2/J DEFGRID3
* xyz 0 1
C -0.92 -0.30 -1.01
C -0.69 -2.37 -0.45
C 0.86 1.89 1.01
C 1.28 0.47 1.19
N -0.26 -1.06 -0.14
N -1.78 -0.98 -1.75
N -1.54 -2.26 -1.47
F -0.46 2.15 1.17
F 1.20 2.22 -0.24
F 2.42 0.07 0.61
F 0.99 -0.04 2.41
H -0.69 0.73 -0.93
H 1.54 2.40 1.70
H -1.96 -2.91 -2.08
*
```

HOMO level (spin up / spin down)   -10.451 / -7.955 eV
LUMO level (spin up / spin down)   0.626 / -2.368 eV
Frontier orbital gap (spin up / spin down)   11.08 / 5.59 eV


5.
An isolated molecule of C11H7P in a non-equilibrium geometry, computed with ωB97M-V with the def2-TZVPD basis set.

The geometry in ORCA input format:
```
! wB97M-V def2-TZVPD RIJCOSX def2/J DEFGRID3
* xyz 0 3
C -1.17 -2.15 0.55
C -1.71 -1.40 -0.46
C -0.11 -1.73 1.35
C -1.02 -0.25 -0.82
C 0.92 2.43 -1.04
C 1.78 0.15 1.53
C 2.08 3.22 -0.65
C 0.61 -0.59 0.97
C 0.08 0.16 -0.12
C 0.87 1.30 -0.35
C 1.91 1.22 0.72
P 2.98 2.65 0.71
H -1.67 -3.14 0.92
H -2.47 -1.71 -1.03
H 0.13 -2.47 2.17
H -1.48 0.35 -1.67
H 0.20 2.63 -1.78
H 2.29 -0.26 2.42
H 2.37 4.17 -1.22
*
```

HOMO level (spin up / spin down)   -6.617 / -8.659 eV
LUMO level (spin up / spin down)   0.955 / -2.288 eV
Frontier orbital gap (spin up / spin down)   7.57 / 6.37 eV


6.
A 2-piece molecular cluster, C5H15N2O overall in a non-equilibrium geometry, computed with ωB97M-V with the def2-TZVPD basis set.

The geometry in ORCA input format:
```
! wB97M-V def2-TZVPD RIJCOSX def2/J DEFGRID3
* xyz 2 2
C 1.04 -0.02 -1.34
C 0.70 1.01 -0.27
C -0.63 0.79 0.45
C -1.80 0.49 -0.25
C -0.01 2.06 2.49
N -0.66 0.90 1.77
N 1.51 -1.31 -0.72
H 1.83 0.36 -1.98
H 0.18 -0.26 -1.95
H 1.41 0.99 0.57
H 0.66 1.99 -0.74
H -2.76 0.58 0.26
H -1.93 0.06 -1.23
H 1.03 2.18 2.22
H -0.09 1.87 3.55
H -0.51 2.97 2.18
H -1.62 0.92 2.06
H 0.72 -1.98 -0.67
H 2.09 -1.90 -1.34
H 2.04 -1.25 0.14
H -1.22 -3.35 -1.27
H -0.72 -2.83 -2.66
O -0.51 -2.87 -1.72
*
```

HOMO level (spin up / spin down)   -18.611 / -19.625 eV
LUMO level (spin up / spin down)   -7.366 / -10.768 eV
Frontier orbital gap (spin up / spin down)   11.24 / 8.86 eV


7.
C25H26ClI2N6OOsP as an isolated structure, computed with ωB97M-V with the def2-TZVPD basis set.

The geometry in ORCA input format:
```
! wB97M-V def2-TZVPD RIJCOSX def2/J DEFGRID3
* xyz 2 5
Os 0.11 -0.09 0.58
Cl 3.10 6.10 -0.71
C 2.81 4.46 -0.38
C 3.88 3.60 -0.25
C 3.69 2.25 0.02
I 5.28 0.96 0.26
C 2.37 1.73 0.14
O 2.12 0.51 0.38
C 1.26 2.63 0.01
N 0.03 2.07 0.18
C -1.03 2.87 0.09
C -0.92 4.24 -0.17
C 0.32 4.81 -0.34
C 1.45 3.99 -0.25
H 4.88 3.99 -0.35
H -2.00 2.42 0.23
H -1.82 4.83 -0.23
H 0.42 5.86 -0.55
C -1.95 -0.10 0.34
C -2.44 -1.50 0.29
C -2.72 -2.10 -0.95
C -3.27 -3.37 -1.01
C -3.55 -4.07 0.15
C -3.26 -3.50 1.39
C -2.71 -2.23 1.45
H -2.43 0.46 1.16
H -2.19 0.42 -0.59
H -2.54 -1.54 -1.86
H -3.51 -3.80 -1.98
H -4.00 -5.06 0.10
H -3.48 -4.04 2.30
H -2.53 -1.79 2.42
C 1.11 -4.88 -1.63
N 1.96 -3.75 -2.03
C 3.23 -3.83 -1.32
N 3.08 -3.87 0.13
C 2.21 -4.99 0.49
N 0.91 -4.94 -0.18
C 0.07 -3.86 0.31
P 0.91 -2.25 -0.04
C 1.30 -2.48 -1.84
C 2.58 -2.61 0.66
H 1.60 -5.80 -1.94
H 0.15 -4.81 -2.13
H 3.86 -2.97 -1.60
H 3.74 -4.74 -1.63
H 2.06 -5.01 1.57
H 2.71 -5.91 0.19
H -0.09 -3.96 1.38
H -0.90 -3.88 -0.18
H 1.94 -1.66 -2.18
H 0.37 -2.44 -2.42
H 2.51 -2.66 1.75
H 3.26 -1.80 0.41
I 2.74 0.54 6.31
C 1.33 0.34 4.83
C -0.03 0.18 4.98
N -0.55 0.09 3.74
N 0.39 0.20 2.79
C 1.54 0.34 3.45
H -0.65 0.13 5.86
H -1.52 -0.01 3.49
H 2.47 0.43 2.91
*
```

HOMO level (spin up / spin down)   -13.479 / -13.381 eV
LUMO level (spin up / spin down)   -6.587 / -8.682 eV
Frontier orbital gap (spin up / spin down)   6.89 / 4.70 eV


8.
C5H7O3Tl as an isolated structure in a non-equilibrium geometry, computed with ωB97M-V with the def2-TZVPD basis set.

The geometry in ORCA input format:
```
! wB97M-V def2-TZVPD RIJCOSX def2/J DEFGRID3
* xyz 3 2
O 0.68 1.80 -1.35
C 0.22 2.49 -2.17
C -0.24 3.32 -3.08
H -0.13 3.06 -4.13
H -0.69 4.26 -2.76
O 0.18 -0.40 0.32
O -1.44 -1.42 -0.99
C 0.34 -0.57 1.91
C 1.44 -1.55 2.09
C -0.58 -0.91 -0.44
H 0.54 0.45 2.22
H -0.66 -0.92 2.20
H 0.94 -2.50 2.35
H 2.02 -1.71 1.18
H 2.10 -1.27 2.92
Tl -4.72 -4.14 -0.28
*
```

HOMO level (spin up / spin down)   -22.358 / -22.359 eV
LUMO level (spin up / spin down)   -11.290 / -14.660 eV
Frontier orbital gap (spin up / spin down)   11.07 / 7.70 eV


9.
An isolated ion of composition C7H10N3S and charge +1 in a non-equilibrium geometry, computed with ωB97M-V with the def2-TZVPD basis set.

The geometry in ORCA input format:
```
! wB97M-V def2-TZVPD RIJCOSX def2/J DEFGRID3
* xyz 1 1
C 1.04 -1.56 0.91
C -0.33 -1.45 0.74
C 1.96 -1.08 0.01
C -1.68 2.23 0.31
C -0.78 -0.49 -0.11
C 1.39 -0.42 -1.23
C 0.63 1.61 0.06
N -0.50 2.41 0.44
N -1.99 -0.09 -0.57
N 0.23 0.46 -0.82
S -3.42 -0.86 -0.04
H 1.31 -2.17 1.75
H -0.91 -2.12 1.21
H 3.06 -1.11 0.23
H -2.68 2.57 0.47
H 2.11 0.43 -1.47
H 1.39 -1.10 -2.06
H 1.42 2.08 -0.44
H 0.79 1.19 1.09
H -0.18 0.94 -1.61
H -2.84 -1.47 1.13
*
```

HOMO level (spin up / spin down)   -11.037 / -11.527 eV
LUMO level (spin up / spin down)   -5.309 / -4.125 eV
Frontier orbital gap (spin up / spin down)   5.73 / 7.40 eV


10.
A 2-piece molecular cluster, H4SSi2 overall in a non-equilibrium geometry, computed with ωB97M-V with the def2-TZVPD basis set.

The geometry in ORCA input format:
```
! wB97M-V def2-TZVPD RIJCOSX def2/J DEFGRID3
* xyz 0 1
Si -1.94 -0.74 0.17
Si 1.27 0.25 0.18
S 2.95 -0.70 -0.05
H -2.10 0.77 0.20
H -1.25 -0.98 -1.21
H 0.28 0.68 -0.80
H 0.80 0.72 1.52
*
```

HOMO level   -8.917 eV
LUMO level   -2.088 eV
Frontier orbital gap   6.83 eV


11.
C28H26Cl3N10OPdS2 as an isolated structure in a non-equilibrium geometry, computed with ωB97M-V with the def2-TZVPD basis set.

The geometry in ORCA input format:
```
! wB97M-V def2-TZVPD RIJCOSX def2/J DEFGRID3
* xyz 1 1
Pd -2.07 -1.66 0.03
N 0.51 -1.60 -2.15
C 0.88 -1.66 -0.82
N 2.17 -1.74 -0.55
C 2.47 -1.80 0.73
N 3.81 -1.87 1.07
N 1.60 -1.77 1.72
C 0.32 -1.71 1.35
N -0.09 -1.66 0.07
C -0.72 -1.70 2.42
C -0.37 -1.72 3.78
C -1.37 -1.70 4.75
C -2.70 -1.66 4.35
C -2.97 -1.64 3.00
N -2.03 -1.66 2.04
H 1.21 -2.05 -2.73
H -0.45 -1.93 -2.25
H 4.37 -1.49 0.32
H 3.96 -1.49 1.99
H 0.67 -1.76 4.08
H -1.11 -1.72 5.80
H -3.50 -1.64 5.08
H -4.00 -1.60 2.64
Cl 5.54 0.78 2.32
C 4.23 1.52 1.49
C 3.58 0.83 0.47
C 2.52 1.43 -0.21
C 2.08 2.73 0.13
C 0.93 3.33 -0.67
C -0.35 3.50 0.17
N -1.27 2.39 -0.05
C -2.33 2.38 -0.90
C -2.82 1.09 -0.84
N -2.07 0.34 0.03
C -1.16 1.15 0.51
O 1.34 4.59 -1.20
C 1.41 4.64 -2.63
C 2.46 3.74 -3.21
C 3.82 3.83 -2.98
Cl 4.64 4.97 -2.00
S 4.73 2.63 -3.77
C 3.32 1.96 -4.47
C 2.19 2.64 -4.10
C 2.75 3.41 1.17
Cl 2.31 4.99 1.69
C 3.82 2.80 1.84
H 3.90 -0.17 0.19
H 2.04 0.88 -1.01
H 0.70 2.65 -1.50
H -0.89 4.41 -0.12
H -0.17 3.55 1.25
H -2.65 3.25 -1.47
H -3.66 0.67 -1.37
H -0.41 0.89 1.24
H 1.63 5.67 -2.91
H 0.42 4.41 -3.04
H 3.40 1.09 -5.12
H 1.19 2.36 -4.44
H 4.33 3.33 2.64
S -4.44 -1.66 0.03
C -4.50 -3.29 -0.35
N -4.52 -4.19 0.70
C -4.57 -5.54 0.53
C -4.59 -6.06 -0.70
C -4.57 -5.06 -1.78
N -4.52 -3.78 -1.63
H -4.50 -3.79 1.63
H -4.58 -6.15 1.43
H -4.63 -7.12 -0.92
H -4.59 -5.48 -2.80
H -2.07 -3.35 0.03
*
```

HOMO level   -9.507 eV
LUMO level   -3.291 eV
Frontier orbital gap   6.22 eV


12.
C21H19I2KN3OPSSe2 as an isolated structure, computed with ωB97M-V with the def2-TZVPD basis set.

The geometry in ORCA input format:
```
! wB97M-V def2-TZVPD RIJCOSX def2/J DEFGRID3
* xyz -2 1
K -0.56 -1.67 -0.53
N 2.73 -0.02 -3.19
C 1.96 -1.07 -2.71
S 0.39 -1.23 -3.45
N 2.56 -1.79 -1.81
N 1.75 -2.71 -1.16
C 2.38 -3.70 -0.67
C 1.83 -4.79 0.12
C 2.68 -5.88 0.30
C 2.32 -7.02 1.00
C 1.05 -7.08 1.54
C 0.17 -6.02 1.40
C 0.51 -4.82 0.71
O -0.31 -3.84 0.65
H 2.51 0.31 -4.11
H 3.70 -0.06 -2.91
H 3.46 -3.76 -0.87
H 3.67 -5.82 -0.14
H 3.02 -7.85 1.12
H 0.72 -7.96 2.09
H -0.83 -6.07 1.82
I -4.05 -3.55 2.25
C -2.08 -3.23 3.00
I -1.67 -1.26 3.62
H -1.41 -3.49 2.17
H -1.94 -3.90 3.84
Se -2.73 0.93 0.03
P -1.04 2.22 0.37
Se 0.61 1.37 1.43
C -1.65 3.71 1.23
C -2.43 4.63 0.53
C -2.94 5.75 1.17
C -2.69 5.95 2.52
C -1.92 5.03 3.22
C -1.40 3.92 2.57
C -0.39 2.94 -1.18
C -0.63 2.34 -2.40
C -0.04 2.84 -3.55
C 0.79 3.95 -3.49
C 1.04 4.55 -2.26
C 0.46 4.04 -1.11
H -2.64 4.47 -0.52
H -3.54 6.46 0.62
H -3.09 6.82 3.03
H -1.72 5.18 4.28
H -0.78 3.19 3.09
H -1.26 1.47 -2.46
H -0.20 2.31 -4.49
H 1.26 4.33 -4.39
H 1.70 5.41 -2.20
H 0.69 4.49 -0.15
*
```

HOMO level   -1.489 eV
LUMO level   3.881 eV
Frontier orbital gap   5.37 eV


no.,calculated total energy (eV)
1,-24600.6818
2,-158646.7991
3,-10473.4521
4,-19530.7852
5,-20805.7555
6,-10437.7340
7,-77798.5598
8,-16100.7434
9,-22713.9992
10,-26651.8761
11,-109118.3204
12,-211950.7746